Record 1
Here is one molecule with the formula C5H8O2 from the Open Molecules 2025 dataset. Energies are from the ωB97M-V functional and the def2-TZVPD basis.

Its structure (SMILES) is CC1(OC=O)CC1. For the HOMO energy, the calculation gives -10.15 eV. The calculation puts the largest force on an atom at 0.7 eV/Å.

```
15
Properties=species:S:1:pos:R:3:forces:R:3
C -0.2502 1.3192 -0.4423 -0.1 0.0 -0.1
C -0.1944 -0.0788 0.1201 -0.1 0.1 -0.1
O 1.0677 -0.3159 0.7662 0.1 0.1 0.0
C 2.1988 0.1708 0.2380 0.3 0.0 -0.3
O 2.4103 0.4907 -0.9035 0.0 -0.4 0.5
C -0.9013 -1.2256 -0.5340 0.1 -0.1 -0.2
C -1.3070 -0.7699 0.8467 0.0 0.1 0.1
H -1.0497 1.4480 -1.1699 -0.2 -0.1 0.2
H 0.6847 1.4656 -0.9965 -0.6 0.4 0.2
H -0.3737 2.0549 0.3615 0.2 -0.1 -0.2
H 2.9439 0.2754 1.0368 0.0 -0.2 0.0
H -1.5649 -0.9719 -1.3578 0.2 -0.1 0.1
H -0.3961 -2.1801 -0.6300 0.0 0.1 0.1
H -2.2554 -0.2607 0.9979 0.2 0.0 -0.1
H -1.0125 -1.4216 1.6669 0.0 0.2 -0.1
```
Forces are in eV/Å.

***

Record 2
Here is one molecule with the formula C5H8O2P2 in a non-equilibrium geometry from the Open Molecules 2025 dataset. Energies are from the ωB97M-V functional and the def2-TZVPD basis.

Its structure (SMILES) is C=P[P@]1(=O)C=C[C@H](O)C1. For the HOMO energy, the calculation gives -9.45 eV. The calculation puts the largest force on an atom at 5.2 eV/Å.

```
17
Properties=species:S:1:pos:R:3:forces:R:3
C -1.5740 -0.4585 3.0648 2.1 -0.9 -1.7
P -0.9148 0.6605 1.9695 -0.7 -0.9 1.2
P -0.4391 -0.9102 0.4733 2.5 0.2 -2.7
O -1.0511 -2.2597 0.6392 0.4 0.6 0.3
C 1.7095 -0.8033 -0.1877 -5.0 1.3 0.2
C 1.7518 0.0635 -1.1838 1.1 -0.7 0.4
C 0.5070 0.8758 -1.4037 -1.9 1.1 -3.0
O 0.5779 2.0943 -0.6622 -0.1 -0.4 0.6
C -0.7539 -0.0184 -1.1729 3.5 -1.7 1.9
H -1.8801 -0.3464 4.0824 -0.5 0.6 0.3
H -1.3390 -1.5222 2.7703 -0.9 1.0 0.4
H 2.4724 -1.4051 0.1282 1.7 -1.5 1.0
H 2.7612 0.0999 -1.6675 -1.3 0.7 -0.1
H 0.2316 1.2523 -2.4683 1.5 -0.9 1.1
H -0.2784 2.2422 -0.2512 0.0 0.2 0.1
H -1.6323 0.4903 -1.2129 -2.6 1.8 0.1
H -0.7831 -0.7666 -1.9577 0.2 -0.3 0.0
```
Forces are in eV/Å.

***

Record 3
Here is one molecule with the formula C5H8O2S in a non-equilibrium geometry from the Open Molecules 2025 dataset. Energies are from the ωB97M-V functional and the def2-TZVPD basis.

Its structure (SMILES) is C/C=C(/CO)C(O)=S. For the HOMO energy, the calculation gives -9.00 eV. The calculation puts the largest force on an atom at 1.8 eV/Å.

```
16
Properties=species:S:1:pos:R:3:forces:R:3
C 0.0817 0.9606 2.0087 -0.7 -0.4 -0.2
C -0.6585 0.5682 0.7443 -0.5 0.0 -0.1
C -0.1545 0.0757 -0.4010 0.4 -0.1 0.8
C -1.0352 -0.2244 -1.5647 0.1 1.2 -1.3
O -1.0539 -1.5829 -1.9277 -0.3 -0.8 1.3
C 1.2869 -0.2487 -0.5704 0.0 0.0 0.1
O 1.8019 -0.9001 0.4973 -0.3 0.3 -0.6
S 2.1706 0.1120 -1.8943 -0.1 -0.1 0.3
H -0.2591 1.9528 2.3317 0.5 0.0 -0.2
H 1.1518 0.8562 1.8657 0.0 0.5 0.1
H -0.1758 0.3077 2.8535 -0.1 -0.1 -0.3
H -1.7611 0.7435 0.6995 0.9 0.0 0.3
H -0.7078 0.3412 -2.4741 -0.1 -0.5 0.8
H -2.0375 0.1185 -1.3256 -0.3 0.1 0.0
H -1.3739 -2.0254 -1.1051 0.4 0.0 -1.1
H 2.7245 -1.0551 0.2622 0.4 -0.1 0.1
```
Forces are in eV/Å.

***

Record 4
Here is one molecule with the formula C5H8O2S in a non-equilibrium geometry from the Open Molecules 2025 dataset. Energies are from the ωB97M-V functional and the def2-TZVPD basis.

Its structure (SMILES) is CC1(C(=O)O)CSC1. For the HOMO energy, the calculation gives -8.82 eV. The calculation puts the largest force on an atom at 4.3 eV/Å.

```
16
Properties=species:S:1:pos:R:3:forces:R:3
C 0.3227 1.8262 -0.6880 1.5 -1.0 -0.7
C 0.1610 0.4048 -0.1572 -0.7 -1.0 -0.7
C 1.4516 -0.4062 -0.0425 -0.5 -3.2 -1.5
O 1.5536 -1.5405 -0.5704 0.4 3.8 2.0
O 2.3864 0.1008 0.7814 0.5 -1.6 -0.8
C -0.6683 0.2012 1.1658 0.0 0.2 -0.6
S -2.1502 -0.3370 0.2616 0.0 0.0 -0.2
C -0.8667 -0.3449 -1.0460 -0.1 -0.2 0.0
H 1.0912 2.3076 -0.1155 0.1 1.0 0.4
H 0.6850 1.8518 -1.7442 -0.1 -0.5 0.7
H -0.5966 2.3453 -0.7270 -1.0 0.7 0.5
H 2.1563 0.9780 1.0312 -0.4 1.2 0.4
H -0.8726 1.0744 1.7495 0.2 0.6 0.4
H -0.2752 -0.5907 1.7811 0.2 -0.2 0.3
H -1.1349 0.2146 -1.9327 -0.2 0.0 -0.2
H -0.5712 -1.3584 -1.3073 0.1 0.2 0.0
```
Forces are in eV/Å.

***

Record 5
Here is one molecule with the formula C5H8O2S in a non-equilibrium geometry from the Open Molecules 2025 dataset. Energies are from the ωB97M-V functional and the def2-TZVPD basis.

Its structure (SMILES) is OC(=S)C1(O)CCC1. For the HOMO energy, the calculation gives -8.76 eV. The calculation puts the largest force on an atom at 5.9 eV/Å.

```
16
Properties=species:S:1:pos:R:3:forces:R:3
O -1.9778 -0.4489 -1.5584 -4.4 -0.7 -1.8
C -0.7208 -0.2699 -1.5140 3.0 2.0 0.7
S 0.2276 0.3880 -2.6525 -0.3 -0.1 -0.8
C -0.1220 -0.5271 -0.1297 -0.6 1.4 0.9
O -0.5180 -1.7455 0.3392 -5.6 -1.8 0.6
C -0.2979 0.5413 1.1376 -1.7 -0.9 0.5
C 1.0884 0.9306 0.8976 1.6 1.7 -1.1
C 1.3968 -0.3392 0.0130 0.9 2.1 2.1
H -2.4577 -0.3026 -2.4678 1.9 -0.2 2.2
H -1.6523 -1.6348 0.4826 5.0 -0.7 -0.6
H -0.2328 0.0500 2.1896 -1.6 0.2 -2.0
H -1.0293 1.3981 0.9654 0.6 -1.4 0.8
H 0.8448 1.8699 0.4228 1.6 0.4 -1.2
H 1.7569 1.1746 1.7247 -0.1 -0.3 0.1
H 2.2444 -0.0510 -0.7658 -2.1 -1.9 1.5
H 1.4498 -1.0335 0.9157 1.6 0.0 -1.7
```
Forces are in eV/Å.

***

Record 6
Here is one molecule with the formula C5H8O3 in a non-equilibrium geometry from the Open Molecules 2025 dataset. Energies are from the ωB97M-V functional and the def2-TZVPD basis.

Its structure (SMILES) is C1O[C@H]2CC[C@H](O1)O2. For the HOMO energy, the calculation gives -9.39 eV. The calculation puts the largest force on an atom at 4.5 eV/Å.

```
16
Properties=species:S:1:pos:R:3:forces:R:3
C 0.0805 0.8582 -1.5429 2.8 2.3 -2.6
O 1.2339 -0.2636 -1.3155 0.1 0.5 1.1
C 0.7240 -0.6213 -0.1181 -2.9 0.0 2.7
C 0.4077 -1.5501 1.1557 0.2 0.1 0.8
C -1.1094 -0.6926 1.3898 0.9 -1.1 -1.2
C -0.6974 0.7825 0.6664 -1.2 -1.0 1.2
O -1.0846 0.8374 -0.8599 0.1 -0.3 2.1
O 0.6231 0.6989 0.6645 1.2 -0.2 -0.6
H -0.0079 0.5282 -2.5579 -1.1 0.5 -0.7
H 0.6556 1.8805 -1.4925 -0.9 -2.2 0.2
H -0.3397 -0.8274 -0.3914 1.2 -0.1 -0.4
H 1.0967 -1.6762 2.1241 -1.4 0.6 -2.4
H 0.1566 -2.5245 0.6850 0.1 0.3 0.9
H -1.4119 -0.4819 2.5359 0.4 -1.0 -2.9
H -1.7597 -1.4181 0.6034 0.8 2.4 2.9
H -1.0020 1.6777 1.2759 -0.4 -0.8 -1.2
```
Forces are in eV/Å.

***

Record 7
Here is one molecule with the formula C5H8O3 from the Open Molecules 2025 dataset. Energies are from the ωB97M-V functional and the def2-TZVPD basis.

For the HOMO energy, the calculation gives -6.85 eV. The calculation puts the largest force on an atom at 0.8 eV/Å.

```
16
Properties=species:S:1:pos:R:3:forces:R:3
C 1.3879 0.0064 -0.0124 0.2 0.5 0.4
C 0.3762 -0.1230 -1.0468 0.2 0.4 0.0
C -0.7534 -0.8143 -0.3017 -0.4 0.3 -0.3
C -1.2592 -0.4614 1.0615 0.3 0.1 0.1
C -0.5218 1.0400 -1.2528 0.4 -0.7 0.1
O 1.3206 0.9503 0.8632 0.0 -0.5 -0.6
O 2.3428 -0.9046 0.1105 -0.5 0.4 0.0
O -0.4759 2.0307 -0.4653 0.1 -0.2 0.5
H 0.5421 1.6361 0.4739 -0.2 -0.2 -0.4
H 2.7819 -0.7914 0.9684 0.0 0.1 0.0
H 0.6920 -0.6702 -1.9274 0.0 0.0 0.1
H -0.9806 -1.8020 -0.6795 -0.1 0.1 -0.1
H -1.2056 1.0107 -2.1029 0.1 -0.1 0.2
H -1.4997 0.6022 1.1780 0.0 0.0 -0.1
H -2.1812 -1.0162 1.2474 0.1 0.0 0.0
H -0.5661 -0.6932 1.8858 0.0 -0.1 0.0
```
Forces are in eV/Å.

***

Record 8
Here is one molecule with the formula C5H8O3S in a non-equilibrium geometry from the Open Molecules 2025 dataset. Energies are from the ωB97M-V functional and the def2-TZVPD basis.

Its structure (SMILES) is C[C@@]12CCS(=O)(=O)[C@@H]1O2. For the HOMO energy, the calculation gives -9.65 eV. The calculation puts the largest force on an atom at 5.3 eV/Å.

```
17
Properties=species:S:1:pos:R:3:forces:R:3
C -0.0499 -0.8587 -2.0863 -2.3 1.2 -2.0
C -0.2156 -0.5013 -0.6739 -3.1 3.4 2.3
C 0.8492 -0.7148 0.3066 -0.5 -0.7 -0.1
C 0.4255 -0.2037 1.6660 3.0 1.7 -0.5
S -0.3276 1.4358 1.3515 1.1 -0.4 0.8
O -1.2712 1.7691 2.3546 -1.2 -0.1 0.9
O 0.7217 2.3985 1.1496 0.1 -0.3 -0.8
C -1.0665 0.9434 -0.1177 1.4 -4.1 -3.1
O -1.5193 -0.4334 -0.0757 0.4 0.0 0.0
H 0.3715 0.0450 -2.5424 0.2 -0.4 -0.4
H -1.0841 -0.9934 -2.5853 1.6 0.2 0.9
H 0.5562 -1.7071 -2.3635 0.3 -0.3 0.5
H 1.6628 -0.1962 -0.0564 1.9 2.0 -0.6
H 1.2784 -1.6778 0.1031 -0.3 -1.4 1.1
H -0.1432 -0.8689 2.2055 -1.7 -1.1 1.1
H 1.3451 0.0458 2.2622 -0.9 -0.2 -0.4
H -1.5330 1.5177 -0.8980 0.0 0.6 0.2
```
Forces are in eV/Å.

***

Record 9
Here is C5H8O3S as an isolated structure in a non-equilibrium geometry from the Open Molecules 2025 dataset. Energies are from the ωB97M-V functional and the def2-TZVPD basis.

For the HOMO energy (spin up / spin down), the calculation gives -9.55 / -9.55 eV. The calculation puts the largest force on an atom at 3.9 eV/Å.

```
17
Properties=species:S:1:pos:R:3:forces:R:3
C -0.6827 -1.5476 -1.1455 -0.4 -0.8 -0.6
C -0.7898 -0.2314 1.1180 -0.3 -0.6 0.5
C -0.6222 1.2843 1.2154 0.1 0.1 -0.6
C -0.3366 -0.4376 -0.3022 3.7 1.3 0.2
C 2.0740 -0.5602 -0.3490 -3.3 0.0 0.1
O -0.3407 -1.7232 -2.2922 -0.1 0.2 0.1
O -1.6706 1.7202 -1.2654 -0.5 -0.1 0.0
O 0.7485 2.0165 -1.0468 0.2 0.0 0.0
S -0.4491 1.3582 -0.6149 0.1 -0.2 0.5
H -1.3328 -2.2909 -0.6295 0.1 0.0 -0.1
H -0.2156 -0.7902 1.8584 0.0 0.0 0.0
H -1.8395 -0.5206 1.2211 0.0 0.0 0.1
H -1.4634 1.8288 1.6260 -0.1 0.1 -0.1
H 0.3067 1.5959 1.6800 0.1 0.1 0.0
H 2.2300 -0.9173 0.6500 0.2 -0.1 0.3
H 2.2255 0.4776 -0.5686 0.2 0.2 0.0
H 2.1584 -1.2624 -1.1549 0.1 -0.2 -0.2
```
Forces are in eV/Å.

***

Record 10
Here is one molecule with the formula C5H8O4 in a non-equilibrium geometry from the Open Molecules 2025 dataset. Energies are from the ωB97M-V functional and the def2-TZVPD basis.

Its structure (SMILES) is OC1(O)C[C@H]2OC[C@H]2O1. For the HOMO energy, the calculation gives -10.27 eV. The calculation puts the largest force on an atom at 4.6 eV/Å.

```
17
Properties=species:S:1:pos:R:3:forces:R:3
O -1.7076 -1.5726 -1.1984 -0.9 0.3 -3.8
C -0.8490 -0.7013 -0.6639 0.3 1.7 -2.1
O -0.7453 0.2365 -1.9862 1.0 -0.7 3.0
C 0.4999 -1.2740 -0.2365 0.4 0.5 -0.1
C 0.9902 -0.2351 0.7429 0.1 -0.2 0.2
O 1.4036 1.0025 0.1146 0.1 0.0 -0.1
C 0.3830 1.7441 0.8220 -0.2 0.2 0.0
C -0.2878 0.4457 1.2726 0.2 -0.1 0.2
O -1.3457 -0.0011 0.4442 -0.1 -0.3 -0.8
H -1.6627 -1.2218 -2.2687 -0.4 -1.6 4.2
H 0.0547 0.7596 -1.8296 0.0 0.2 -0.4
H 0.3361 -2.2330 0.2717 -0.1 0.2 -0.1
H 1.1717 -1.4278 -1.0878 -0.2 0.0 0.2
H 1.7270 -0.5886 1.4741 -0.1 0.1 -0.1
H 0.8133 2.3268 1.6485 -0.1 -0.1 -0.2
H -0.2022 2.3942 0.1582 0.1 -0.2 0.2
H -0.5792 0.3461 2.3221 0.0 0.0 -0.3
```
Forces are in eV/Å.

***

Record 11
Here is one molecule with the formula C5H8O4S in a non-equilibrium geometry from the Open Molecules 2025 dataset. Energies are from the ωB97M-V functional and the def2-TZVPD basis.

For the HOMO energy, the calculation gives -9.93 eV. The calculation puts the largest force on an atom at 3.1 eV/Å.

```
18
Properties=species:S:1:pos:R:3:forces:R:3
C -0.7227 -0.9401 -0.0508 -1.1 1.4 0.1
C 0.7569 -1.0268 0.1655 1.7 -0.1 -1.2
C -1.4017 0.4072 0.1739 0.3 -1.6 0.0
C -2.3769 0.7342 -0.9269 -0.7 -2.5 0.4
C -1.2482 0.9403 1.3888 0.3 -1.7 -2.0
O -1.3853 -1.8716 -0.4405 0.7 -0.2 0.1
O 3.7960 0.0409 0.6233 0.6 -0.9 -1.0
O 2.6936 0.1123 -1.5075 -0.2 0.3 -0.3
O 1.3996 0.1840 0.5693 -1.5 0.8 0.7
S 2.6201 0.7871 -0.2190 1.0 -0.3 -0.1
H 1.0432 -1.7153 0.9445 -0.1 -0.9 -0.2
H 1.2214 -1.2035 -0.8504 -0.7 -0.8 1.0
H -2.7768 1.7023 -0.7785 -0.6 0.9 -0.4
H -3.1663 -0.0949 -1.0292 0.5 1.3 1.2
H -2.0171 0.4699 -1.9073 1.0 1.0 -0.6
H -0.6526 0.4931 2.1429 0.7 -0.3 0.4
H -1.8405 1.7119 1.6708 -1.6 2.5 0.9
H 4.0572 -0.7312 0.0311 -0.3 1.1 1.0
```
Forces are in eV/Å.

***

Record 12
Here is one molecule with the formula C5H8OS in a non-equilibrium geometry from the Open Molecules 2025 dataset. Energies are from the ωB97M-V functional and the def2-TZVPD basis.

Its structure (SMILES) is CC/C=C\C(=O)S. For the HOMO energy, the calculation gives -9.74 eV. The calculation puts the largest force on an atom at 1.9 eV/Å.

```
15
Properties=species:S:1:pos:R:3:forces:R:3
C 1.0867 -1.6592 -0.4039 -1.6 -0.3 -0.2
C -0.1649 -0.8139 -0.7486 -0.5 1.4 0.7
C 0.1804 0.6685 -0.8605 -0.2 -0.9 0.4
C -0.2776 1.5971 -0.0354 0.3 0.4 -0.1
C -1.3316 1.2843 0.9826 1.7 0.2 0.1
O -2.4214 1.7099 0.8526 -1.9 0.2 0.1
S -0.8296 0.3236 2.4423 0.9 0.7 -0.1
H 1.7098 -1.5265 -1.2917 0.3 -0.6 0.3
H 0.7429 -2.6937 -0.2186 0.5 0.3 -0.6
H 1.6221 -1.3984 0.4903 0.1 0.6 0.3
H -1.0880 -0.8397 -0.1076 1.2 -0.7 -0.2
H -0.5039 -1.1398 -1.7174 -0.2 -0.2 -0.5
H 0.8378 0.9401 -1.6572 0.5 0.3 -0.4
H 0.0053 2.6593 -0.1359 -0.3 -0.6 0.1
H 0.4320 0.8885 2.4090 -0.8 -0.7 0.1
```
Forces are in eV/Å.

***

What did we get for energy above the lowest of the compared OMol25 structures with the same formula, charge and spin? Answer: 29.6, 9.4, 22.3, 12.0, 89.7, 174.0, 75.1, 76.7, 101.5, 56.1, 18.4, 22.3 kcal/mol, in the order shown.